# C37H56AsClHfP3S4Si

A structure of composition C37H56AsClHfP3S4Si in a non-equilibrium geometry (ωB97M-V/def2-TZVPD, OMol25).

Each line ends with the Mulliken charge.
Positions of all 104 atoms, in Å:
Hf (-0.418, -1.527, -0.798)  -0.1782
C (2.515, -2.734, -3.321)  -1.5604
C (3.464, -2.353, -2.187)  0.7274
C (3.947, -3.611, -1.458)  -1.4591
P (2.720, -1.146, -0.948)  1.0009
C (4.318, -0.850, 0.028)  0.4221
C (4.163, 0.288, 1.024)  -1.2866
C (5.572, -0.620, -0.812)  -1.7410
C (2.556, 0.427, -1.903)  0.2605
C (3.352, 0.660, -3.024)  -0.4411
C (3.213, 1.808, -3.788)  -1.0840
C (2.256, 2.743, -3.437)  -1.0686
C (1.455, 2.519, -2.327)  -0.7728
C (1.579, 1.378, -1.526)  0.6345
Si (0.246, 1.019, -0.167)  0.1564
C (-0.938, 2.560, -0.247)  0.7361
C (-0.471, 3.852, 0.022)  0.1322
C (-1.296, 4.963, 0.001)  -1.1378
C (-2.646, 4.811, -0.287)  -0.9131
C (-3.138, 3.547, -0.551)  -0.0917
C (-2.303, 2.428, -0.538)  -0.7091
P (-2.992, 0.764, -0.908)  1.2183
C (-4.554, 0.877, 0.199)  0.9956
C (-5.886, 1.150, -0.501)  -1.6837
C (-4.723, -0.362, 1.081)  -1.6749
C (-3.711, 1.094, -2.619)  0.2803
C (-4.110, -0.251, -3.234)  -1.4199
C (-2.782, 1.877, -3.546)  -1.5428
C (1.077, 1.358, 1.530)  0.8611
C (1.887, 2.472, 1.762)  0.1826
C (2.465, 2.715, 2.996)  -1.1088
C (2.278, 1.806, 4.027)  -1.0427
C (1.511, 0.673, 3.811)  -0.0519
C (0.887, 0.448, 2.582)  -0.6287
P (-0.176, -1.033, 2.298)  1.0069
C (-1.693, -0.554, 3.302)  0.5092
C (-1.554, -0.557, 4.821)  -1.7740
C (-2.193, 0.809, 2.820)  -1.7935
C (0.653, -2.287, 3.400)  0.3405
C (2.087, -2.536, 2.926)  -1.2173
C (-0.173, -3.571, 3.405)  -1.4779
H (2.991, -3.486, -3.955)  0.5791
H (2.272, -1.877, -3.950)  0.1625
H (1.595, -3.171, -2.936)  0.1600
H (4.336, -1.869, -2.631)  0.3486
H (3.115, -4.119, -0.973)  0.1761
H (4.708, -3.392, -0.706)  0.3171
H (4.382, -4.303, -2.182)  0.5082
H (4.442, -1.774, 0.600)  0.6182
H (3.993, 1.233, 0.504)  0.3335
H (5.068, 0.392, 1.629)  0.5411
H (3.329, 0.108, 1.695)  -0.0295
H (5.438, 0.225, -1.489)  0.2773
H (5.862, -1.498, -1.388)  0.3165
H (6.401, -0.379, -0.141)  0.5169
H (4.084, -0.074, -3.334)  0.3422
H (3.841, 1.956, -4.659)  0.4285
H (2.119, 3.639, -4.031)  0.4237
H (0.693, 3.248, -2.084)  0.4044
H (0.574, 4.003, 0.253)  0.1901
H (-0.888, 5.944, 0.212)  0.4068
H (-3.307, 5.669, -0.304)  0.4331
H (-4.194, 3.434, -0.774)  0.1307
H (-4.332, 1.724, 0.853)  0.4026
H (-6.098, 0.384, -1.248)  0.2670
H (-5.931, 2.130, -0.978)  0.3361
H (-6.680, 1.111, 0.248)  0.4907
H (-5.097, -1.204, 0.500)  0.4527
H (-5.439, -0.157, 1.883)  0.4983
H (-3.785, -0.675, 1.530)  -0.0804
H (-4.611, 1.696, -2.485)  0.6146
H (-3.233, -0.848, -3.484)  0.1357
H (-4.688, -0.098, -4.149)  0.4900
H (-4.711, -0.846, -2.544)  0.2926
H (-1.837, 1.361, -3.719)  0.2307
H (-2.553, 2.866, -3.149)  0.3191
H (-3.271, 2.005, -4.515)  0.4547
H (2.117, 3.141, 0.941)  0.4692
H (3.082, 3.594, 3.143)  0.3598
H (2.741, 1.970, 4.993)  0.4039
H (1.425, -0.047, 4.614)  0.3143
H (-2.434, -1.313, 3.030)  0.9408
H (-0.808, 0.167, 5.152)  0.2367
H (-1.297, -1.540, 5.214)  0.3554
H (-2.512, -0.264, 5.258)  0.5438
H (-1.524, 1.604, 3.154)  0.3390
H (-3.191, 1.011, 3.219)  0.6812
H (-2.245, 0.856, 1.730)  0.0186
H (0.688, -1.888, 4.416)  0.4932
H (2.096, -2.807, 1.871)  -0.0501
H (2.523, -3.367, 3.486)  0.5976
H (2.718, -1.656, 3.069)  0.1624
H (-0.152, -4.063, 2.435)  0.1259
H (-1.221, -3.392, 3.654)  0.3377
H (0.231, -4.276, 4.136)  0.4742
S (-2.123, -5.655, 1.175)  -0.5298
As (-1.561, -4.490, -0.477)  0.3263
S (-2.646, -2.514, -0.425)  -0.4090
S (0.568, -3.724, -0.251)  -0.5390
S (-1.777, -5.532, -2.278)  -0.5054
Cl (-1.006, -2.459, -3.600)  -0.0867
C (-0.296, -0.920, -2.949)  0.7017
H (-1.022, -0.142, -3.183)  -1.0072
H (0.593, -0.709, -3.536)  0.1512

Computed properties:
**Net charge**: -1
**DFT total energy**: -193037.4723 eV
**Energy relative to the best compared isomer or geometry (same formula, charge and spin)**: 0.614 eV
**Largest force on an atom**: 1.7 eV Å⁻¹



# C13H28N2O5

A cluster of 2 separate species, C13H28N2O5 in total in a non-equilibrium geometry (ωB97M-V/def2-TZVPD, OMol25).

Each line ends with the Mulliken charge.
Positions of all 48 atoms, in Å:
C (1.947, -4.112, 2.431)  -0.5713
O (2.275, -4.332, 1.083)  -0.4971
C (2.288, -3.136, 0.334)  0.5644
C (3.640, -2.400, 0.448)  -0.8503
C (3.536, -1.037, 1.119)  -0.5030
C (2.987, 0.041, 0.211)  -0.6990
O (1.662, -0.241, -0.250)  -0.3642
C (0.723, 0.121, 0.580)  0.6649
O (0.754, 1.028, 1.332)  -0.5588
O (-0.337, -0.664, 0.423)  -0.1747
C (-1.258, -0.616, 1.510)  -0.5379
C (-2.180, -1.770, 1.314)  0.7892
C (-2.775, -1.912, -0.060)  -0.9556
N (-2.447, -2.530, 2.258)  -0.7472
H (2.766, -3.638, 2.970)  0.2449
H (1.057, -3.491, 2.535)  0.1561
H (1.699, -5.066, 2.867)  0.3020
H (2.034, -3.350, -0.694)  0.3614
H (1.496, -2.491, 0.702)  -0.4801
H (4.052, -2.293, -0.546)  0.3178
H (4.304, -3.025, 1.029)  0.4048
H (3.011, -1.085, 2.066)  0.2688
H (4.552, -0.723, 1.337)  0.4255
H (3.610, 0.054, -0.671)  0.4507
H (3.088, 1.014, 0.672)  0.3844
H (-1.868, 0.282, 1.509)  0.3273
H (-0.765, -0.725, 2.465)  0.3567
H (-2.318, -2.728, -0.608)  0.3209
H (-2.647, -1.018, -0.650)  -0.0893
H (-3.828, -2.143, 0.014)  0.4872
H (-3.099, -3.251, 1.953)  0.2698
C (-0.664, 4.279, -2.572)  -1.4204
C (-1.380, 4.227, -1.226)  0.2024
C (-1.503, 2.809, -0.649)  -0.0699
O (-2.508, 2.009, -1.249)  -0.4265
C (-2.127, 1.371, -2.455)  -0.7070
N (-2.685, 4.883, -1.359)  -0.7404
H (-1.296, 3.932, -3.389)  0.2923
H (-0.378, 5.305, -2.805)  0.3719
H (0.245, 3.673, -2.558)  0.3185
H (-0.783, 4.808, -0.518)  0.4457
H (-1.794, 2.898, 0.401)  0.2831
H (-0.539, 2.287, -0.664)  -0.0527
H (-1.074, 1.073, -2.440)  0.2716
H (-2.320, 2.012, -3.317)  0.2853
H (-2.739, 0.475, -2.563)  0.2738
H (-3.121, 4.943, -0.443)  0.2835
H (-3.292, 4.254, -1.878)  0.3206

Computed properties:
**DFT total energy**: -27151.4034 eV
**Energy relative to the best compared isomer or geometry (same formula, charge and spin)**: 1.781 eV
**Largest force on an atom**: 2.4 eV Å⁻¹



# C2H8O3Rb

A structure of composition C2H8O3Rb in a non-equilibrium geometry (ωB97M-V/def2-TZVPD, OMol25).

Each line ends with the Mulliken charge.
Positions of all 14 atoms, in Å:
Rb (-9.032, -5.216, 24.622)  0.8720
O (-9.698, -4.738, 22.386)  -0.6086
H (-10.401, -4.329, 21.882)  0.3173
H (-9.232, -4.003, 22.786)  0.3243
C (-10.025, -8.028, 24.386)  -0.2800
C (-11.394, -8.754, 24.530)  -0.4974
O (-12.113, -8.141, 25.612)  -0.5346
O (-10.341, -6.637, 24.246)  -0.6600
H (-9.434, -8.355, 23.531)  0.3203
H (-9.336, -8.154, 25.221)  0.2979
H (-11.230, -9.811, 24.744)  0.3509
H (-11.955, -8.764, 23.596)  0.2767
H (-11.798, -8.532, 26.430)  0.3235
H (-11.169, -6.576, 24.728)  0.4977

Computed properties:
**Net charge**: +1
**DFT total energy**: -8992.6648 eV
**Energy relative to the best compared isomer or geometry (same formula, charge and spin)**: 3.944 eV
**Largest force on an atom**: 11.4 eV Å⁻¹